(1)
{"formula": "C34H47F12N3O6", "method": "ωB97M-V with the def2-TZVPD basis set", "symbols": ["C", "C", "N", "C", "C", "C", "C", "C", "C", "F", "C", "F", "F", "C", "C", "C", "C", "O", "C", "C", "C", "C", "C", "F", "F", "C", "F", "F", "C", "F", "F", "C", "F", "F", "F", "C", "O", "H", "H", "H", "H", "H", "H", "H", "H", "H", "H", "H", "H", "H", "H", "H", "H", "H", "C", "O", "C", "C", "N", "C", "C", "O", "C", "H", "H", "H", "H", "H", "H", "H", "H", "H", "H", "H", "H", "H", "H", "H", "C", "O", "C", "C", "N", "C", "C", "O", "C", "H", "H", "H", "H", "H", "H", "H", "H", "H", "H", "H", "H", "H", "H", "H"], "positions_angstrom": [[-6.542, 4.074, 5.191], [-5.617, 4.014, 3.963], [-5.575, 2.649, 3.380], [-4.380, 2.494, 2.613], [-4.261, 2.964, 1.325], [-3.138, 2.782, 0.584], [-3.021, 3.259, -0.849], [-2.960, 2.013, -1.759], [-4.277, 1.314, -1.779], [-5.377, 2.096, -1.878], [-4.471, -0.004, -1.702], [-3.722, -0.919, -2.275], [-5.491, -0.526, -1.049], [-2.046, 2.139, 1.126], [-2.157, 1.673, 2.396], [-3.309, 1.826, 3.140], [-3.292, 1.224, 4.517], [-3.858, 1.714, 5.479], [-2.485, -0.036, 4.614], [-1.395, -0.209, 3.881], [-0.564, -1.468, 3.906], [0.261, -1.620, 2.606], [0.453, -3.068, 2.242], [0.997, -3.792, 3.230], [-0.791, -3.598, 2.041], [1.224, -3.339, 0.912], [0.827, -4.568, 0.504], [2.541, -3.443, 1.106], [0.891, -2.398, -0.279], [-0.427, -2.248, -0.402], [1.292, -3.045, -1.394], [1.608, -0.995, -0.301], [0.661, -0.037, -0.248], [2.249, -0.821, -1.445], [2.432, -0.798, 0.718], [-1.002, 0.938, 2.996], [0.162, 1.232, 2.787], [-7.313, 4.828, 5.046], [-5.959, 4.350, 6.066], [-6.987, 3.105, 5.399], [-4.609, 4.228, 4.305], [-5.908, 4.726, 3.187], [-6.336, 2.507, 2.724], [-5.086, 3.476, 0.843], [-2.071, 3.776, -0.961], [-3.868, 3.886, -1.111], [-2.688, 2.343, -2.767], [-2.219, 1.305, -1.401], [-1.131, 1.971, 0.577], [-2.854, -0.777, 5.314], [0.099, -1.454, 4.767], [-1.252, -2.307, 3.985], [-0.282, -1.142, 1.796], [1.219, -1.147, 2.798], [3.978, 4.593, -2.034], [4.234, 5.178, -0.771], [4.274, 6.601, -0.799], [3.140, 7.176, 0.022], [1.856, 6.938, -0.628], [0.700, 7.267, 0.202], [0.459, 6.417, 1.446], [0.125, 5.070, 1.163], [1.234, 4.191, 1.043], [4.039, 3.512, -1.916], [2.977, 4.849, -2.398], [4.725, 4.906, -2.770], [4.253, 6.985, -1.823], [5.224, 6.905, -0.349], [3.288, 8.254, 0.137], [3.182, 6.714, 1.017], [1.798, 5.961, -0.885], [-0.183, 7.175, -0.437], [0.766, 8.319, 0.497], [-0.411, 6.837, 1.959], [1.289, 6.470, 2.159], [2.070, 4.485, 1.682], [1.566, 4.129, 0.002], [0.906, 3.195, 1.343], [3.571, -4.932, -2.393], [3.457, -6.273, -1.950], [2.113, -6.679, -1.704], [1.711, -7.773, -2.671], [1.583, -7.247, -4.026], [1.410, -8.275, -5.048], [2.584, -9.217, -5.305], [3.722, -8.579, -5.854], [4.638, -8.057, -4.906], [4.633, -4.705, -2.486], [3.099, -4.796, -3.372], [3.132, -4.245, -1.674], [1.422, -5.835, -1.754], [2.078, -7.079, -0.686], [0.751, -8.195, -2.358], [2.471, -8.564, -2.614], [2.412, -6.710, -4.246], [1.194, -7.755, -5.985], [0.524, -8.870, -4.805], [2.257, -9.940, -6.059], [2.854, -9.802, -4.418], [4.662, -8.651, -3.989], [4.410, -7.016, -4.665], [5.630, -8.079, -5.358]], "forces_ev_per_a": [[0.19, 0.34, -0.29], [-0.39, -0.73, 0.44], [0.37, 0.15, -0.53], [-0.80, -0.09, 0.61], [-1.04, 0.43, -0.57], [0.90, 0.59, -1.42], [0.06, -1.02, 0.54], [-0.44, 0.45, -1.27], [0.40, -0.56, -0.54], [-0.11, 0.19, 1.08], [-0.47, 0.88, 0.28], [0.70, -0.24, 0.80], [-0.59, -0.39, -0.78], [0.22, 0.04, -0.15], [1.16, -0.58, 0.53], [0.26, -0.43, 1.41], [-0.34, 0.50, 0.32], [0.42, -0.57, -0.71], [-0.68, 0.24, 0.25], [0.27, -0.06, -0.19], [-0.01, 0.18, -0.51], [0.18, -0.14, 1.09], [-0.82, 0.50, -0.39], [0.57, -0.08, 0.16], [-0.17, -0.10, -0.12], [-0.67, -0.99, 0.28], [-0.11, -0.12, -0.14], [0.40, 0.62, 0.08], [0.77, -0.31, -0.53], [-0.35, 0.22, 0.38], [0.14, 0.03, 0.05], [-0.95, 0.72, -0.18], [0.05, -0.06, 0.16], [0.38, -0.14, 0.06], [0.22, -0.21, -0.06], [0.29, 0.06, 0.22], [-0.60, -0.25, -0.09], [-0.16, -0.09, 0.13], [-0.05, 0.03, 0.12], [-0.10, -0.06, -0.12], [0.15, 0.11, -0.23], [0.10, 0.23, 0.12], [-0.25, 0.24, 0.23], [-0.21, 0.04, 0.17], [-0.10, 0.33, -0.06], [0.12, 0.18, -0.15], [0.14, -0.04, 0.01], [0.19, 0.04, -0.05], [0.10, 0.13, -0.10], [0.13, 0.00, 0.11], [0.05, -0.15, 0.09], [0.00, -0.03, 0.26], [0.24, 0.04, -0.19], [0.09, 0.14, -0.51], [0.03, -0.03, 0.16], [-0.12, 0.00, -0.27], [0.21, 0.06, 0.37], [-0.18, -0.23, -0.14], [0.07, 0.12, 0.14], [-0.02, -0.17, -0.24], [-0.31, 0.24, 0.10], [0.23, -0.01, 0.08], [-0.29, -0.24, -0.19], [0.01, 0.01, 0.05], [0.04, 0.03, -0.12], [-0.05, 0.01, -0.06], [-0.11, -0.07, -0.03], [0.00, 0.02, -0.03], [-0.03, 0.01, 0.01], [0.16, 0.10, 0.06], [0.01, -0.01, -0.02], [-0.05, 0.03, 0.07], [0.05, -0.01, 0.03], [0.00, -0.01, 0.00], [0.10, -0.09, -0.09], [0.02, 0.09, -0.05], [0.22, 0.03, 0.05], [-0.03, 0.05, 0.09], [0.22, -0.27, -0.04], [-0.07, 0.22, -0.14], [0.09, -0.34, 0.23], [0.15, 0.18, -0.22], [-0.05, -0.18, 0.11], [0.07, 0.29, -0.08], [-0.22, -0.19, -0.22], [0.04, -0.04, 0.22], [0.07, 0.08, -0.26], [0.01, -0.08, 0.00], [-0.07, 0.13, 0.05], [-0.01, 0.06, -0.01], [0.03, 0.04, -0.12], [-0.04, 0.03, 0.01], [-0.01, -0.02, -0.03], [-0.06, -0.07, 0.18], [-0.01, 0.04, 0.00], [-0.01, -0.08, -0.04], [0.02, -0.02, 0.06], [0.02, 0.01, -0.01], [0.07, 0.12, 0.08], [-0.07, 0.03, 0.04], [0.02, -0.02, 0.17], [-0.02, -0.04, -0.03]], "spin_multiplicity": 1, "largest_force_ev_per_a": 1.78, "smiles": "CCNc1cc(CCC(F)=C(F)F)cc2c1C(=O)C=C(CCC(F)(F)C(F)(F)C(F)(F)C(F)(F)F)C2=O.COCCNCCOC.COCCNCCOC", "e_lumo_ev": -0.851}



(2)
{"formula": "C34H47F4IrN3P2Te", "method": "ωB97M-V with the def2-TZVPD basis set", "symbols": ["Ir", "C", "N", "C", "C", "C", "N", "C", "C", "F", "C", "F", "C", "C", "F", "C", "F", "H", "H", "H", "H", "H", "H", "H", "H", "H", "H", "H", "C", "C", "C", "P", "C", "C", "C", "C", "C", "C", "C", "C", "C", "N", "C", "C", "C", "C", "C", "C", "P", "C", "C", "C", "C", "C", "C", "H", "H", "H", "H", "H", "H", "H", "H", "H", "H", "H", "H", "H", "H", "H", "H", "H", "H", "H", "H", "H", "H", "H", "H", "H", "H", "H", "H", "H", "H", "H", "H", "H", "H", "H", "H", "Te"], "positions_angstrom": [[-0.566, -0.790, -0.199], [1.570, -3.206, -0.599], [0.146, -2.955, -0.401], [-0.251, -3.813, 0.734], [-0.538, -3.368, -1.646], [-0.299, -2.387, -2.775], [-0.417, -0.993, -2.321], [-0.322, -0.037, -3.277], [-0.176, 1.346, -2.981], [-0.021, 1.774, -1.701], [-0.122, 2.346, -3.928], [0.009, 3.611, -3.486], [-0.175, 2.100, -5.282], [-0.274, 0.767, -5.618], [-0.327, 0.422, -6.915], [-0.340, -0.250, -4.687], [-0.452, -1.491, -5.222], [1.733, -4.250, -0.891], [2.073, -3.022, 0.343], [1.959, -2.557, -1.369], [0.055, -4.845, 0.532], [-1.326, -3.771, 0.884], [0.251, -3.459, 1.632], [-1.603, -3.425, -1.445], [-0.220, -4.379, -1.931], [-1.017, -2.644, -3.553], [0.692, -2.559, -3.214], [-0.135, 2.885, -6.020], [2.741, 1.921, 2.295], [2.883, 1.426, 0.852], [2.915, 2.584, -0.148], [1.900, -0.097, 0.215], [3.356, -0.513, -0.978], [2.896, -0.491, -2.442], [4.397, -1.613, -0.706], [1.904, -1.005, 1.790], [3.099, -1.334, 2.430], [3.161, -1.601, 3.783], [2.000, -1.418, 4.529], [0.800, -1.097, 3.928], [0.676, -0.981, 2.522], [-0.510, -0.768, 1.863], [-1.746, -0.555, 2.481], [-2.194, -1.192, 3.647], [-3.457, -0.946, 4.152], [-4.324, -0.063, 3.519], [-3.923, 0.540, 2.343], [-2.665, 0.287, 1.797], [-1.982, 0.983, 0.237], [-3.120, 1.522, -1.155], [-3.546, 0.524, -2.227], [-4.334, 2.366, -0.761], [-1.506, 2.682, 0.832], [-0.091, 2.655, 1.354], [-2.398, 3.277, 1.926], [3.728, 2.253, 2.625], [2.416, 1.142, 2.983], [2.082, 2.774, 2.391], [3.868, 0.950, 0.851], [1.939, 3.057, -0.245], [3.223, 2.276, -1.148], [3.620, 3.345, 0.194], [3.939, 0.395, -0.871], [2.575, -1.465, -2.814], [3.734, -0.176, -3.069], [2.079, 0.206, -2.607], [4.019, -2.552, -0.326], [5.153, -1.267, 0.000], [4.917, -1.830, -1.642], [4.014, -1.345, 1.851], [4.094, -1.875, 4.256], [2.030, -1.517, 5.607], [-0.056, -0.918, 4.556], [-1.573, -1.938, 4.119], [-3.780, -1.474, 5.041], [-5.309, 0.126, 3.922], [-4.611, 1.189, 1.818], [-2.397, 2.189, -1.639], [-4.414, -0.053, -1.917], [-2.755, -0.172, -2.489], [-3.814, 1.099, -3.119], [-5.041, 1.789, -0.163], [-4.856, 2.663, -1.672], [-4.074, 3.276, -0.228], [-1.540, 3.314, -0.060], [-0.006, 1.984, 2.212], [0.213, 3.654, 1.673], [0.587, 2.305, 0.585], [-2.264, 2.736, 2.863], [-3.459, 3.279, 1.698], [-2.091, 4.312, 2.094], [-3.033, -1.879, -0.072]], "forces_ev_per_a": [[0.58, 0.05, 0.06], [0.21, 0.05, 0.13], [-0.16, -0.01, -0.11], [-0.10, -0.01, -0.02], [-0.13, 0.05, 0.06], [0.07, 0.03, 0.05], [-0.15, 0.01, -0.07], [-0.06, -0.02, 0.02], [0.04, 0.05, 0.00], [0.03, -0.01, -0.04], [0.01, 0.00, 0.04], [0.00, -0.01, -0.01], [-0.01, -0.01, -0.01], [0.02, -0.02, 0.01], [0.00, 0.01, 0.01], [-0.01, 0.00, -0.04], [-0.02, 0.04, -0.01], [0.00, 0.00, 0.00], [0.18, 0.02, -0.01], [0.06, 0.03, -0.06], [0.00, -0.01, 0.00], [0.04, 0.01, 0.00], [0.03, -0.01, 0.01], [-0.07, -0.07, 0.07], [0.11, 0.06, -0.04], [-0.03, 0.01, 0.07], [0.01, -0.01, -0.03], [0.00, 0.00, 0.00], [-0.05, -0.02, -0.02], [0.01, 0.07, 0.06], [0.04, 0.02, -0.03], [-0.05, -0.12, 0.13], [-0.26, -0.02, -0.22], [0.07, -0.14, 0.00], [0.02, 0.11, 0.07], [0.03, -0.02, 0.03], [-0.01, -0.04, -0.04], [-0.02, 0.00, 0.02], [0.03, 0.00, 0.00], [-0.01, -0.03, -0.03], [0.03, 0.09, 0.03], [-0.05, -0.18, 0.09], [-0.01, 0.13, -0.09], [0.01, -0.02, 0.00], [-0.03, 0.00, 0.00], [0.01, -0.01, 0.03], [0.01, -0.02, -0.08], [0.02, 0.02, 0.03], [-0.16, -0.10, -0.10], [0.01, 0.02, 0.05], [0.00, 0.06, -0.06], [0.00, -0.02, 0.04], [0.10, -0.02, -0.02], [0.04, -0.07, 0.03], [-0.01, 0.00, -0.05], [-0.01, -0.01, 0.01], [-0.03, 0.03, 0.00], [-0.12, 0.06, -0.01], [0.00, 0.01, -0.03], [0.21, 0.05, -0.06], [-0.01, -0.03, -0.02], [0.02, -0.01, 0.00], [-0.11, 0.09, -0.09], [-0.04, 0.00, 0.01], [0.01, -0.04, 0.00], [0.01, 0.07, 0.01], [-0.21, -0.17, 0.03], [-0.01, -0.01, 0.02], [0.00, 0.03, 0.01], [-0.01, 0.01, 0.01], [0.00, 0.00, 0.00], [0.00, 0.00, 0.00], [0.08, 0.01, 0.02], [-0.08, -0.02, -0.01], [0.01, 0.00, 0.00], [0.00, 0.00, 0.00], [0.01, 0.01, 0.01], [-0.02, 0.04, -0.02], [-0.01, 0.04, -0.02], [0.02, -0.02, -0.02], [0.02, 0.01, -0.02], [0.00, 0.00, -0.02], [0.01, 0.00, 0.00], [0.02, 0.04, 0.06], [-0.01, 0.03, 0.02], [-0.04, 0.01, 0.01], [0.04, 0.01, 0.00], [-0.13, -0.02, 0.14], [0.01, -0.01, 0.01], [-0.05, -0.01, -0.02], [0.00, 0.00, -0.01], [0.05, -0.13, 0.05]], "s_squared": 0.756, "spin_multiplicity": 2, "largest_force_ev_per_a": 0.59, "e_lumo_ev": [0.266, -0.826]}